{"formula": "C13H30F2O11S3Tl", "method": "wB97M-V/def2-TZVPD", "e_lumo_ev": -9.80, "mol_weight_g_mol": 701.0, "total_charge": 1, "multiplicity": 1, "e_homo_ev": -12.94, "homo_lumo_gap_ev": 3.137, "de_lowest_kj_mol": 286.2, "symbols": ["Tl", "F", "F", "O", "C", "O", "C", "C", "C", "H", "H", "H", "H", "H", "H", "O", "S", "O", "O", "C", "C", "C", "H", "H", "H", "H", "H", "H", "H", "H", "O", "S", "O", "O", "C", "C", "C", "H", "H", "H", "H", "H", "H", "H", "H", "O", "S", "O", "O", "C", "C", "C", "H", "H", "H", "H", "H", "H", "H", "H"], "coordinates": [[-15.506, 8.614, 7.271], [-18.097, 7.601, 6.269], [-13.112, 9.843, 6.057], [-14.432, 7.577, 4.670], [-13.467, 7.279, 3.919], [-13.267, 5.968, 3.653], [-12.025, 5.852, 2.910], [-11.878, 7.198, 2.210], [-12.461, 8.148, 3.150], [-12.201, 5.169, 2.079], [-11.266, 5.543, 3.629], [-12.456, 7.090, 1.293], [-10.851, 7.373, 1.888], [-13.085, 8.767, 2.505], [-11.737, 8.599, 3.829], [-11.008, 6.476, 5.827], [-11.609, 6.836, 7.114], [-13.076, 6.958, 7.256], [-11.148, 5.798, 8.265], [-11.726, 4.544, 8.230], [-11.022, 3.708, 9.295], [-10.811, 8.364, 7.690], [-11.391, 4.110, 7.288], [-12.811, 4.561, 8.329], [-9.950, 3.899, 9.346], [-11.054, 2.671, 8.959], [-11.348, 3.886, 10.319], [-9.793, 8.225, 8.056], [-11.379, 8.676, 8.566], [-10.711, 9.078, 6.873], [-15.506, 13.379, 7.234], [-14.787, 12.576, 8.273], [-15.116, 11.191, 8.663], [-13.190, 12.661, 7.922], [-12.191, 12.065, 8.691], [-10.909, 12.823, 8.844], [-14.785, 13.513, 9.876], [-12.077, 11.094, 8.209], [-12.528, 11.667, 9.648], [-10.303, 13.014, 7.958], [-10.315, 12.119, 9.427], [-10.924, 13.831, 9.258], [-13.859, 13.342, 10.423], [-15.662, 13.233, 10.459], [-14.931, 14.578, 9.694], [-17.916, 8.406, 12.006], [-18.116, 9.257, 10.821], [-17.283, 9.105, 9.626], [-19.763, 9.130, 10.411], [-20.031, 8.864, 9.064], [-20.353, 7.345, 9.122], [-18.113, 11.070, 11.294], [-19.241, 8.999, 8.325], [-20.927, 9.315, 8.638], [-20.941, 7.137, 8.228], [-20.903, 6.935, 9.970], [-19.444, 6.745, 9.142], [-18.547, 11.183, 12.288], [-18.363, 11.835, 10.559], [-17.132, 11.484, 11.528]], "forces_ev_per_angstrom": [[0.23, 0.41, -1.50], [1.89, 0.75, 0.79], [-1.37, -0.73, 0.85], [2.00, -0.51, -1.57], [-1.77, -0.83, 1.56], [-0.09, 1.74, 0.33], [-0.13, -0.42, -1.05], [1.34, -2.07, -0.79], [-1.60, 0.60, 0.38], [0.16, -0.74, 0.72], [0.06, 0.08, -0.32], [-0.13, 0.39, 0.02], [0.02, 0.19, 0.26], [0.17, 1.17, 0.92], [-0.47, 0.44, -0.02], [-1.33, 0.34, 1.73], [0.19, 0.26, -0.10], [1.54, -0.02, -0.41], [0.41, 3.72, -0.64], [0.67, -2.52, -0.05], [0.31, -0.06, 0.06], [0.12, -0.68, 0.54], [-0.66, -0.24, -0.30], [0.08, 0.09, -0.03], [0.06, 0.41, -0.45], [-0.48, -0.15, 0.56], [-0.48, -0.33, -0.16], [-0.01, -0.78, -0.17], [-0.22, 0.35, -0.39], [-0.78, -0.11, 0.03], [2.08, -3.05, 2.86], [0.41, 2.54, -0.21], [0.00, 0.79, -1.18], [-2.95, 1.55, -0.89], [0.14, -2.26, 0.30], [0.83, 0.16, -0.43], [-0.64, 0.00, -0.65], [0.89, -0.01, -0.47], [-0.49, 0.85, 0.54], [-0.48, -0.51, -0.58], [0.30, 0.45, 0.43], [-0.56, -0.30, 0.71], [-0.15, -0.19, -0.17], [0.17, -0.46, -0.09], [0.36, -0.09, -0.49], [-0.31, 2.05, -2.75], [-1.45, 0.44, 1.26], [-0.55, -0.17, 0.81], [3.52, 1.93, 1.50], [-1.34, -3.50, -0.95], [0.12, -0.24, -1.28], [1.17, -0.14, 0.77], [0.32, 0.33, 0.51], [0.04, 0.88, 0.86], [0.19, -0.53, -0.13], [-0.32, 0.93, 0.20], [0.19, 0.09, -0.42], [-0.92, -0.25, -0.44], [-1.17, -0.84, -0.36], [0.89, -1.15, -0.11]]}

***

{"formula": "C4H4S", "method": "wB97M-V/def2-TZVPD", "e_lumo_ev": -0.50, "mol_weight_g_mol": 84.1, "total_charge": 0, "multiplicity": 1, "e_homo_ev": -8.77, "homo_lumo_gap_ev": 8.272, "de_lowest_kj_mol": 257.3, "symbols": ["C", "C", "C", "C", "H", "H", "H", "H", "S"], "coordinates": [[0.323, 0.464, 1.749], [0.142, 0.057, 0.307], [-0.041, -0.340, -0.829], [-0.360, -0.679, -2.117], [0.196, 1.541, 1.792], [1.242, 0.237, 2.227], [-0.432, 0.058, 2.434], [-1.364, -1.081, -2.153], [0.294, -0.256, -3.409]], "forces_ev_per_angstrom": [[-1.48, 0.28, -1.06], [0.20, -0.67, 0.63], [1.18, 1.09, 3.57], [-3.71, -1.08, 2.76], [0.07, 0.24, 0.02], [1.18, -0.37, -0.25], [-0.15, -0.14, -0.57], [-0.30, -0.72, -0.06], [3.00, 1.38, -5.05]]}

***

{"formula": "C3H3N2O", "method": "wB97M-V/def2-TZVPD", "e_lumo_ev": -8.55, "mol_weight_g_mol": 83.1, "total_charge": 1, "multiplicity": 1, "e_homo_ev": -16.79, "homo_lumo_gap_ev": 8.242, "de_lowest_kj_mol": 481.2, "symbols": ["C", "C", "C", "N", "N", "O", "H", "H", "H"], "coordinates": [[0.226, 0.944, -0.201], [-0.364, -1.753, 0.057], [-0.763, -0.270, 0.098], [-0.035, -2.837, -0.023], [1.433, 1.060, -0.218], [2.564, 1.163, -0.027], [-0.431, 1.851, -0.360], [-1.140, -0.115, 1.240], [-1.491, -0.043, -0.568]], "forces_ev_per_angstrom": [[-3.32, -0.32, 0.25], [-0.22, 4.03, -0.48], [2.39, -1.86, 4.52], [0.33, -1.37, 0.03], [2.66, -0.07, 1.06], [-1.28, -0.14, -0.73], [1.26, -0.53, -0.05], [0.80, 0.08, -2.75], [-2.63, 0.17, -1.86]]}

***

{"formula": "C5H14N2O2", "method": "wB97M-V/def2-TZVPD", "e_lumo_ev": [0.68, 0.68], "mol_weight_g_mol": 134.2, "total_charge": 0, "multiplicity": 1, "e_homo_ev": [-5.63, -5.63], "homo_lumo_gap_ev": [6.314, 6.315], "de_lowest_kj_mol": 575.0, "symbols": ["C", "C", "C", "C", "C", "N", "N", "O", "O", "H", "H", "H", "H", "H", "H", "H", "H", "H", "H", "H", "H", "H", "H"], "coordinates": [[-0.137, 0.913, -0.832], [0.575, 0.226, 0.183], [-0.982, -1.358, 0.300], [1.763, 2.018, 0.241], [-0.551, -2.615, 1.015], [-1.263, 1.585, -0.531], [0.261, 0.785, -2.112], [1.682, -0.538, -0.186], [-1.945, -0.612, 1.104], [1.348, -1.447, -0.213], [-1.655, -0.651, 2.023], [0.316, 0.393, 1.218], [-1.498, -1.570, -0.638], [-1.779, 1.183, 0.252], [-1.823, 1.945, -1.287], [1.204, 0.448, -2.238], [-0.100, 1.406, -2.817], [2.423, 1.690, 1.041], [2.314, 2.212, -0.678], [1.127, 2.850, 0.536], [-1.396, -3.215, 1.388], [0.031, -3.261, 0.350], [0.087, -2.386, 1.882]], "forces_ev_per_angstrom": [[-0.10, 0.29, -0.26], [0.32, -0.10, 0.21], [0.36, 0.42, -0.05], [-0.51, -0.58, -0.16], [-0.09, 0.01, 0.03], [0.13, -0.15, -0.04], [0.01, 0.05, 0.21], [-0.16, 0.09, -0.02], [0.11, -0.07, -0.01], [-0.05, 0.04, 0.02], [-0.01, -0.03, -0.06], [-0.08, 0.03, 0.01], [-0.07, -0.06, 0.03], [0.09, 0.00, 0.00], [0.08, -0.03, 0.01], [-0.05, -0.01, 0.05], [-0.02, -0.03, 0.07], [-0.01, 0.01, -0.01], [0.01, 0.03, 0.01], [0.03, 0.02, 0.00], [0.05, 0.04, -0.03], [-0.02, 0.03, 0.01], [-0.01, 0.00, -0.03]]}

***

{"formula": "C36H47As3P2PtS2", "method": "wB97M-V/def2-TZVPD", "e_lumo_ev": [0.53, 0.04], "mol_weight_g_mol": 1025.7, "total_charge": 0, "multiplicity": 3, "e_homo_ev": [-5.91, -7.25], "s2": 2.012, "homo_lumo_gap_ev": [6.447, 7.289], "de_lowest_kj_mol": 3.8, "symbols": ["Pt", "S", "P", "C", "P", "S", "C", "C", "C", "C", "C", "C", "C", "C", "C", "C", "C", "C", "C", "C", "C", "C", "C", "C", "C", "C", "C", "C", "C", "C", "H", "H", "H", "H", "H", "H", "H", "H", "H", "H", "H", "H", "H", "H", "H", "H", "H", "H", "H", "H", "C", "As", "C", "C", "C", "C", "C", "As", "C", "C", "C", "As", "C", "C", "H", "H", "H", "H", "H", "H", "H", "H", "H", "H", "H", "H", "H", "H", "H", "H", "H", "H", "H", "H", "H", "H", "H", "H", "H", "H", "H"], "coordinates": [[-0.324, 0.340, 0.660], [-0.845, -2.219, 1.740], [0.692, -2.435, 0.465], [1.216, -0.877, 0.043], [1.915, 0.026, -1.213], [1.118, 1.865, -1.067], [3.725, 0.110, -1.092], [4.522, 0.369, -2.203], [5.897, 0.481, -2.061], [6.480, 0.337, -0.809], [5.688, 0.082, 0.302], [4.313, -0.029, 0.162], [1.626, -0.710, -2.849], [0.743, -0.136, -3.754], [0.471, -0.772, -4.958], [1.076, -1.982, -5.258], [1.960, -2.561, -4.355], [2.235, -1.926, -3.156], [0.156, -3.392, -0.990], [0.644, -4.658, -1.293], [0.198, -5.324, -2.429], [-0.731, -4.730, -3.266], [-1.220, -3.462, -2.968], [-0.780, -2.800, -1.838], [2.009, -3.459, 1.184], [1.748, -4.351, 2.218], [2.767, -5.147, 2.721], [4.049, -5.053, 2.197], [4.316, -4.158, 1.169], [3.297, -3.363, 0.666], [4.067, 0.478, -3.181], [6.515, 0.679, -2.928], [7.554, 0.422, -0.700], [6.141, -0.032, 1.279], [3.681, -0.237, 1.018], [0.282, 0.813, -3.506], [-0.214, -0.318, -5.664], [0.859, -2.480, -6.196], [2.427, -3.511, -4.582], [2.924, -2.380, -2.452], [1.373, -5.133, -0.648], [0.582, -6.311, -2.656], [-1.075, -5.249, -4.152], [-1.938, -2.989, -3.627], [-1.142, -1.805, -1.601], [0.748, -4.407, 2.630], [2.561, -5.838, 3.529], [4.843, -5.673, 2.594], [5.316, -4.073, 0.764], [3.508, -2.650, -0.123], [0.542, 3.270, 2.911], [-0.437, 1.598, 2.738], [0.252, 0.625, 4.269], [-2.228, 1.988, 3.428], [-3.268, 2.656, 2.503], [-4.448, 3.052, 3.401], [-3.814, 1.659, 1.463], [-2.609, 0.913, 0.094], [-2.869, 2.060, -1.455], [-3.720, -0.592, -0.435], [-2.652, 3.901, 1.837], [-3.827, 5.431, 1.383], [-2.530, 6.268, 0.173], [-4.985, 4.682, -0.015], [0.350, 3.906, 2.051], [1.603, 3.021, 2.921], [0.279, 3.789, 3.834], [0.067, 1.163, 5.199], [1.323, 0.485, 4.129], [-0.221, -0.356, 4.290], [-2.092, 2.614, 4.316], [-2.613, 1.023, 3.775], [-4.821, 2.182, 3.946], [-5.276, 3.456, 2.813], [-4.150, 3.811, 4.128], [-4.656, 2.104, 0.926], [-4.203, 0.783, 1.991], [-3.927, 2.152, -1.699], [-2.336, 1.600, -2.286], [-2.433, 3.043, -1.283], [-4.770, -0.301, -0.483], [-3.578, -1.399, 0.282], [-3.397, -0.938, -1.416], [-2.064, 3.615, 0.959], [-1.953, 4.365, 2.539], [-1.661, 6.597, 0.743], [-2.981, 7.142, -0.295], [-2.205, 5.573, -0.602], [-5.764, 4.061, 0.426], [-4.426, 4.105, -0.749], [-5.470, 5.519, -0.519]], "forces_ev_per_angstrom": [[0.06, -0.06, 0.04], [-0.01, 0.01, 0.02], [0.01, -0.04, -0.05], [0.03, 0.07, 0.03], [-0.01, -0.08, 0.00], [-0.02, 0.07, -0.03], [-0.02, 0.00, -0.02], [-0.01, -0.01, 0.00], [0.01, 0.00, 0.01], [0.00, 0.00, -0.01], [0.01, 0.01, 0.00], [0.01, -0.01, 0.01], [0.04, 0.05, 0.00], [-0.01, 0.00, 0.01], [-0.01, 0.00, -0.02], [0.01, -0.01, 0.01], [-0.01, -0.01, -0.01], [0.00, -0.01, -0.01], [0.04, -0.06, 0.03], [-0.01, 0.03, -0.01], [0.03, -0.03, 0.02], [-0.03, 0.02, -0.02], [0.00, -0.02, -0.01], [-0.01, 0.05, -0.01], [-0.05, 0.01, 0.01], [0.00, 0.02, -0.01], [0.04, -0.01, 0.00], [-0.01, -0.01, 0.01], [0.00, 0.00, -0.01], [0.02, 0.00, 0.00], [0.01, 0.01, 0.00], [0.00, 0.00, 0.00], [0.00, 0.00, 0.00], [0.00, 0.00, 0.00], [-0.01, 0.00, 0.01], [0.00, 0.00, 0.00], [0.00, 0.00, 0.00], [0.00, 0.00, 0.00], [0.00, 0.00, 0.00], [0.00, -0.01, -0.01], [0.00, 0.01, 0.01], [-0.01, 0.01, 0.00], [0.00, 0.00, 0.00], [0.00, 0.00, 0.00], [0.00, -0.01, -0.01], [0.00, 0.00, -0.01], [0.00, 0.00, 0.00], [0.00, 0.00, 0.00], [-0.01, 0.00, 0.00], [0.00, 0.00, 0.00], [-0.01, 0.01, 0.00], [0.02, -0.03, 0.07], [0.00, 0.00, -0.01], [0.00, 0.07, 0.00], [-0.03, -0.03, 0.01], [-0.02, 0.01, -0.01], [0.04, 0.03, -0.06], [-0.17, -0.01, -0.05], [0.04, 0.01, 0.02], [-0.01, 0.01, 0.00], [-0.02, -0.03, -0.01], [-0.02, 0.02, 0.00], [0.00, 0.00, 0.00], [0.00, 0.01, -0.01], [0.00, 0.01, -0.01], [0.00, 0.00, 0.00], [0.00, 0.00, 0.00], [-0.01, 0.00, 0.00], [0.00, 0.00, 0.00], [0.00, 0.00, 0.01], [0.00, 0.00, 0.00], [0.01, -0.01, 0.00], [0.01, 0.00, 0.00], [0.01, 0.00, 0.02], [0.00, 0.00, 0.00], [0.01, -0.01, 0.02], [0.00, -0.01, -0.01], [-0.01, 0.00, -0.01], [0.01, -0.02, 0.00], [0.00, -0.01, 0.00], [-0.01, 0.00, 0.01], [0.00, -0.01, 0.00], [0.01, -0.01, 0.00], [0.03, 0.01, -0.01], [0.03, -0.01, 0.02], [0.00, 0.00, 0.00], [0.00, 0.00, 0.00], [0.00, 0.00, 0.00], [0.00, 0.00, -0.01], [-0.02, 0.01, 0.02], [0.00, 0.00, 0.00]]}

***

{"formula": "CHFO2", "method": "wB97M-V/def2-TZVPD", "e_lumo_ev": [0.65, -2.49], "mol_weight_g_mol": 64.0, "total_charge": 0, "multiplicity": 3, "e_homo_ev": [-8.28, -11.38], "s2": 2.029, "homo_lumo_gap_ev": [8.932, 8.893], "de_lowest_kj_mol": 187.3, "symbols": ["C", "O", "O", "F", "H"], "coordinates": [[0.157, -0.709, 0.493], [-0.298, -1.550, -0.455], [1.116, -1.365, -0.113], [-0.311, 1.630, -0.289], [-0.664, 1.993, 0.363]], "forces_ev_per_angstrom": [[0.27, -1.87, -1.08], [-13.93, -0.92, -2.54], [13.69, 2.46, 3.86], [3.55, -3.29, -6.93], [-3.58, 3.61, 6.70]]}